i) Computed, not measured: an isolated molecule of C2H4N6, with ωB97M-V/def2-TZVPD.

The highest occupied orbital energy comes out at -9.5 eV. Its SMILES is [H]/N=C\n1nn[nH]/c1=N/[H].

Each line ends with the natural charge from an NBO analysis.
Atoms and positions in Å:
C  -1.437  -0.894  -0.230  0.258
C  0.553  0.668  -0.113  0.510
H  -1.767  0.716  0.900  0.341
H  -1.507  -1.816  -0.823  0.206
H  2.440  0.943  0.134  0.419
H  -0.679  1.803  -0.392  0.339
N  -2.291  -0.165  0.460  -0.604
N  -0.120  -0.592  -0.285  -0.352
N  0.786  -1.678  0.037  -0.013
N  1.941  -1.115  0.210  0.016
N  1.777  0.250  0.219  -0.420
N  0.304  1.879  -0.117  -0.700

=====

ii) Computed, not measured: an isolated molecule of C2H4N6, with ωB97M-V/def2-TZVPD.

The highest occupied orbital energy comes out at -9.0 eV. Its SMILES is [H]/N=C/N=c1[nH]nn[nH]1.

Each line ends with the natural charge from an NBO analysis.
Atoms and positions in Å:
C  2.029  0.394  -0.130  0.309
C  -0.183  0.535  0.248  0.572
H  3.333  -1.124  -0.129  0.382
H  2.951  1.149  -0.319  0.132
H  -1.914  1.992  0.122  0.455
H  0.696  -1.241  0.533  0.484
N  2.305  -0.886  -0.165  -0.838
N  0.989  1.148  0.050  -0.617
N  -1.471  0.995  -0.026  -0.455
N  -2.339  -0.181  -0.312  0.007
N  -1.525  -1.221  -0.071  0.002
N  -0.265  -0.762  0.393  -0.433

=====

Of them, i) has the highest stability.

=====

i) Computed, not measured: an isolated molecule of C2H4N6, with ωB97M-V/def2-TZVPD.

The highest occupied orbital energy comes out at -8.0 eV. Its SMILES is [H]/N=c1\nnc(N)n[nH]1.

Each line ends with the natural charge from an NBO analysis.
Atoms and positions in Å:
C  0.504  0.405  0.859  0.375
C  -0.525  -0.461  -1.296  0.441
H  1.652  1.729  1.875  0.404
H  0.660  0.622  2.800  0.393
H  -1.114  -0.374  -3.096  0.361
H  -1.411  -1.812  -0.158  0.413
N  0.847  1.073  1.974  -0.795
N  1.020  0.920  -0.266  -0.152
N  0.529  0.539  -1.382  -0.158
N  -1.265  -0.830  -2.227  -0.722
N  -0.689  -1.150  -0.064  -0.340
N  -0.208  -0.663  0.981  -0.221

=====

ii) Computed, not measured: an isolated molecule of C2H4N6, with ωB97M-V/def2-TZVPD.

The highest occupied orbital energy comes out at -8.8 eV. Its SMILES is Nc1nnc(N)nn1.

Each line ends with the natural charge from an NBO analysis.
Atoms and positions in Å:
C  -0.750  1.011  -0.121  0.449
C  0.744  -1.025  0.130  0.415
H  -2.578  1.820  -0.654  0.417
H  -1.375  3.147  -0.251  0.425
H  1.542  -2.878  0.184  0.377
H  2.620  -1.827  0.428  0.388
N  -1.635  2.034  -0.336  -0.814
N  -1.362  -0.281  -0.104  -0.203
N  -0.433  -1.265  -0.367  -0.213
N  1.739  -1.959  -0.026  -0.793
N  1.104  0.096  0.640  -0.218
N  0.384  1.125  0.477  -0.231

=====

iii) Computed, not measured: an isolated molecule of C2H4N6, with ωB97M-V/def2-TZVPD.

The highest occupied orbital energy comes out at -9.7 eV. Its SMILES is [H]/N=c1\nn/c(=N\[H])[nH][nH]1.

Each line ends with the natural charge from an NBO analysis.
Atoms and positions in Å:
C  1.310  -0.647  -0.028  0.395
C  -1.248  0.653  -0.175  0.471
H  2.413  -1.111  -1.254  0.375
H  -2.490  1.961  -1.049  0.374
H  -1.259  -0.131  1.742  0.390
H  0.729  -0.795  1.698  0.363
N  2.545  -1.020  -0.099  -0.492
N  0.798  -0.259  -1.224  -0.215
N  -0.277  0.328  -1.459  -0.081
N  -2.379  1.227  -0.118  -0.628
N  -0.779  -0.230  0.789  -0.528
N  0.636  0.027  1.179  -0.424

=====

Of them, i) has the highest stability.

=====

i) Computed, not measured: a cluster of 2 separate species, C2H4N6 in total, with ωB97M-V/def2-TZVPD.

The highest occupied orbital energy comes out at -8.9 eV.

Each line ends with the natural charge from an NBO analysis.
Atoms and positions in Å:
C  -0.662  -1.042  -0.257  0.395
C  0.757  0.893  0.583  0.459
H  -2.592  -2.103  -0.358  0.430
H  -1.356  -2.265  -2.281  0.444
H  1.837  2.562  0.137  0.392
H  1.877  2.182  1.812  0.396
N  -1.517  -1.939  -0.847  -0.852
N  -0.170  -1.086  0.941  -0.222
N  0.448  0.018  1.370  -0.283
N  1.304  2.175  0.945  -0.817
N  0.405  0.805  -0.879  -0.151
N  -0.332  -0.199  -1.166  -0.191

=====

ii) Computed, not measured: a structure of composition C2H4N6, with ωB97M-V/def2-TZVPD.

The highest occupied orbital energy (alpha / beta) comes out at -8.8 / -9.1 eV.

Each line ends with the natural charge from an NBO analysis.
Atoms and positions in Å:
C  0.553  3.070  -2.026  0.682
C  0.090  0.524  -0.406  0.244
N  1.557  2.738  -2.734  -0.353
N  0.552  3.974  -1.109  -0.396
N  2.419  3.477  -2.012  -0.050
N  1.840  4.203  -1.072  -0.053
N  0.945  -0.468  -0.279  -0.808
N  -0.385  1.133  0.655  -0.805
H  1.417  -0.992  -1.021  0.422
H  1.314  -0.608  0.732  0.352
H  -0.976  1.873  0.450  0.399
H  -0.109  1.124  1.681  0.367

=====

iii) Computed, not measured: an isolated molecule of C2H4N6, with ωB97M-V/def2-TZVPD.

The highest occupied orbital energy comes out at -9.4 eV. Its SMILES is [H]/N=c1\ncnnn1N.

Each line ends with the natural charge from an NBO analysis.
Atoms and positions in Å:
C  -1.851  0.424  0.141  0.284
C  0.363  0.826  -0.083  0.491
H  2.149  -0.777  0.984  0.354
H  2.284  -0.477  -0.529  0.384
H  -2.997  0.566  0.677  0.218
H  1.469  2.480  0.103  0.375
N  1.824  -1.131  0.155  -0.575
N  0.540  -0.532  -0.013  -0.062
N  -0.393  -1.400  -0.089  0.116
N  -1.649  -0.939  -0.180  -0.346
N  -0.951  1.312  0.029  -0.496
N  1.490  1.362  -0.128  -0.741

=====

Of them, iii) has the highest stability.

=====

i) Computed, not measured: a cluster of 2 separate species, CH6S4Si in total, with ωB97M-V/def2-TZVPD.

The highest occupied orbital energy comes out at -9.1 eV. Its SMILES is S=[Si](S)S.CS.

Each line ends with the natural charge from an NBO analysis.
Atoms and positions in Å:
C  -0.743  0.453  -1.647  -0.780
Si  0.504  -0.472  3.726  1.047
S  -0.803  0.341  4.976  -0.596
S  1.645  -2.270  4.051  -0.437
S  1.317  0.224  1.931  -0.391
S  -2.065  1.563  -1.224  -0.002
H  -1.198  -0.352  -2.286  0.220
H  -0.276  0.049  -0.696  0.220
H  0.119  0.785  -2.296  0.233
H  -1.516  2.505  -1.878  0.109
H  0.840  -3.108  4.716  0.183
H  2.006  -0.953  1.606  0.194

=====

ii) Computed, not measured: a cluster of 2 separate species, CH6S4Si in total, with ωB97M-V/def2-TZVPD.

The highest occupied orbital energy comes out at -9.3 eV. Its SMILES is CS[Si](=S)S.S.

Each line ends with the natural charge from an NBO analysis.
Atoms and positions in Å:
C  1.077  -2.183  0.135  -0.689
Si  2.648  0.535  -0.109  1.016
S  -2.807  1.838  -0.337  -0.278
S  3.273  0.270  -1.962  -0.638
S  3.003  2.486  0.885  -0.351
S  1.534  -0.707  1.192  -0.205
H  0.705  -2.995  0.811  0.255
H  2.118  -2.346  -0.128  0.235
H  0.597  -1.703  -0.698  0.245
H  -2.778  3.135  0.116  0.151
H  -1.577  2.176  -0.401  0.127
H  2.196  2.222  1.828  0.133

=====

Of them, i) has the highest stability.